Entry from OMol25: 8 unconnected molecules or ions with the total composition C17H53N13O8 (ωB97M-V/def2-TZVPD).

## Properties
- frontier orbital gap (spin up / spin down) (Ha) = 0.281 / 0.061
- molecular weight (g mol⁻¹) = 567.69
- spin multiplicity = 2
- energy above the lowest of the compared OMol25 structures with the same formula, charge and spin (eV) = 1.608
- LUMO (spin up / spin down) (eV) = -2.67 / -8.65
- net charge = +1
- expectation value of S² = 0.7572

Cartesian coordinates (Å):
O -0.08730 -3.80611 -2.01908
O 0.46705 -0.28362 0.07946
O 3.85629 2.29271 4.19303
O -2.61317 4.70002 1.05687
O -3.52276 1.15876 -3.17744
O -4.25473 -0.58400 1.96724
O 3.68259 -2.27059 -4.94357
O 3.76644 -3.27207 1.81851
N 2.33531 -1.47599 1.80180
N -1.06361 -4.18242 -0.11132
N -5.82287 -1.11917 4.55956
N 0.67101 -5.27509 -0.46294
N -2.50557 3.66695 -0.92757
N 5.50158 -1.28582 -1.81030
N -2.10554 1.37531 -4.94545
N 0.96852 1.13303 4.03873
N -2.52993 5.72821 -0.88785
N 2.51853 -2.82409 0.02151
N -2.53330 -0.56282 -4.20916
N -0.24184 -0.63558 -2.02402
N -1.02885 1.00779 -0.97912
C 4.61252 1.19418 3.78427
C 0.47948 2.78804 2.32966
C -2.83292 0.68093 -4.08891
C -2.54954 4.68041 -0.15809
C 2.84425 2.82523 3.35362
C -4.97148 0.38406 2.77391
C 5.65736 -0.20384 -3.97124
C 2.95919 -2.55240 1.26850
C 4.28820 -2.52499 -3.65742
C 4.77679 -1.17380 -3.04506
C -0.13823 0.06389 -0.90706
C -3.04034 -0.06643 1.32881
C 2.52391 -1.41357 -4.83920
C -7.26415 0.68922 4.04599
C -0.12433 -4.44117 -0.97682
C 1.63424 1.90842 3.04277
C -6.26609 -0.25077 3.44840
H 1.60047 0.50435 4.51360
H -2.54575 6.61171 -0.39869
H -1.87503 2.31450 -4.65411
H -1.73269 0.86012 -5.73009
H 5.67191 0.82115 -3.60073
H 6.69458 -0.53556 -4.01849
H 4.76783 1.00570 2.72199
H 1.99588 1.25142 2.25179
H 0.34678 -5.74202 0.37190
H -2.89435 -1.23698 -3.54942
H 2.80721 -0.37791 -4.65141
H 1.84575 -1.48329 -5.68970
H -2.50919 -0.75695 0.67370
H 0.91812 1.73629 4.84721
H 1.93506 -1.67581 -3.96023
H 5.10802 -3.23800 -3.74476
H 4.21460 0.24269 4.13701
H -2.43153 2.76256 -0.48405
H 2.41956 -1.19079 2.76702
H -2.44072 5.60386 -1.88619
H -1.67727 -3.41434 -0.34277
H -5.63084 -0.52794 5.35560
H -2.53260 3.77034 -1.93190
H -4.91788 -1.46465 4.27367
H -6.85002 -0.80686 2.71499
H -2.18402 -0.80910 -5.12429
H -6.75852 1.28513 4.80581
H 6.41791 -1.57139 -2.12475
H -5.27270 1.28082 2.23244
H 5.22536 -2.04245 -1.20095
H 2.52853 3.73430 3.86549
H 3.94295 -0.61654 -2.61813
H -8.17903 0.28828 4.48227
H -4.34333 0.72755 3.59582
H 3.63952 -3.00324 -2.92354
H -3.39456 0.84246 0.84245
H 1.56516 -5.50491 -0.87256
H -2.44900 0.30558 2.16549
H 5.25089 -0.25745 -4.98120
H 2.88377 -3.74621 -0.16922
H -0.47552 2.26363 2.36239
H -1.13303 -4.67646 0.76687
H 1.76246 -0.93662 1.16853
H 3.26651 3.06899 2.37875
H -1.04817 1.60555 -0.16523
H 0.22575 3.68011 2.90231
H 5.61519 1.37493 4.17167
H 0.31916 -1.46009 -2.18392
H 0.74585 2.97601 1.28955
H -1.51007 1.36546 -1.79189
H 1.70250 -2.33751 -0.32118
H -0.99328 -0.31584 -2.61832
H -7.68468 1.37262 3.30827



Entry from OMol25: 10 unconnected molecules or ions with the total composition C17H54N2O10 (ωB97M-V/def2-TZVPD).

## Properties
- frontier orbital gap (Ha) = 0.326
- molecular weight (g mol⁻¹) = 446.62
- energy above the lowest of the compared OMol25 structures with the same formula, charge and spin (eV) = 0.795
- LUMO (eV) = 0.06
- net charge = 0

Cartesian coordinates (Å):
O 31.33300 4.51900 2.76100
O 31.90900 -1.00700 3.35400
O 30.29700 -1.47800 7.36800
O 29.48500 3.45500 10.87400
O 28.80500 0.29900 10.93400
O 28.28000 0.48300 2.50100
O 30.82900 6.10800 7.65100
O 27.56800 3.02000 8.42800
O 31.50900 2.21400 6.65100
O 29.21400 5.97700 3.94600
N 30.52200 3.28300 8.44700
N 30.19900 1.21200 8.43300
C 28.04500 0.68300 3.90100
C 27.12600 1.73400 7.82100
C 30.23800 -1.26100 12.17400
C 28.71200 4.29900 5.63500
C 31.95600 3.91000 3.86900
C 30.45600 -1.94500 8.65500
C 29.26500 0.50400 4.79600
C 32.29500 5.04500 4.74100
C 30.62200 3.09600 11.62500
C 29.79600 6.40500 8.52400
C 30.82100 2.20900 7.85800
C 30.34300 6.73600 9.86800
C 29.03700 -0.28400 12.19600
C 28.46700 4.83800 4.25400
C 31.85500 -1.78700 9.18400
C 32.80700 -0.45700 5.43500
C 33.08500 -0.54600 3.93200
H 29.14100 0.51100 12.84800
H 30.12400 3.32600 9.35200
H 30.76100 6.74600 6.89800
H 30.95200 6.00100 10.34900
H 29.05300 0.73800 5.81300
H 28.26500 3.34200 5.79300
H 31.47400 3.18800 10.93500
H 27.77800 0.93900 7.94500
H 31.97600 -2.18400 10.24500
H 32.40100 4.69100 5.78700
H 33.28300 5.34800 4.30300
H 32.47000 -2.35700 8.55500
H 28.10200 0.91600 11.04200
H 30.55800 2.06900 11.82700
H 28.28800 -0.44700 2.37000
H 28.11900 -0.71000 12.66900
H 30.21700 -3.01200 8.65900
H 31.03200 3.78300 2.19200
H 27.61900 1.69600 4.05100
H 32.17000 -0.77200 9.28400
H 32.76800 -1.42500 5.92900
H 28.64500 4.07300 3.57400
H 26.87600 1.89600 6.77300
H 30.84700 7.67600 9.85800
H 30.38700 0.33200 8.06000
H 31.11400 -0.83800 11.72300
H 33.33700 0.38400 3.46100
H 29.68000 3.99600 5.87600
H 29.79700 1.17300 9.37200
H 32.09400 -1.00500 2.39900
H 32.79800 3.32800 3.50900
H 30.16900 5.78100 3.86800
H 28.50000 3.20500 8.13100
H 29.19200 7.18800 8.07700
H 30.05600 1.18800 4.53100
H 31.58500 5.93000 4.78100
H 29.70200 -0.47200 4.70100
H 27.36400 -0.10800 4.25500
H 29.16200 5.55400 8.75100
H 31.29700 3.22400 4.31000
H 33.97000 -1.21500 3.75400
H 28.39000 4.88200 6.58400
H 30.44000 -2.20500 6.79600
H 29.49700 6.86500 10.55900
H 30.10400 -2.14800 11.59200
H 28.74000 3.35200 11.43600
H 33.56900 0.16700 5.88500
H 27.35800 5.04300 4.29600
H 30.85200 3.80100 12.49600
H 26.29000 1.39700 8.37700
H 29.72900 -1.54400 9.37600
H 30.42400 -1.54300 13.13200
H 31.80500 -0.07300 5.78200
H 30.80300 4.13600 8.08300



Entry from OMol25: a molecular structure, C17H56B3F3N4O8SV (ωB97M-V/def2-TZVPD).

## Properties
- frontier orbital gap (spin up / spin down) (Ha) = 0.189 / 0.189
- molecular weight (g mol⁻¹) = 617.10
- spin multiplicity = 2
- LUMO (spin up / spin down) (eV) = 3.72 / 3.72
- net charge = -2
- expectation value of S² = 0.7708

Cartesian coordinates (Å):
V 11.32782 -42.85687 1.22381
S 11.09958 -39.88930 3.32199
F 8.76110 -40.72416 4.23255
F 10.37847 -40.91710 5.69819
F 9.57991 -38.98480 5.25617
O 11.39481 -43.80061 3.32893
O 12.40171 -39.58625 3.90193
O 13.43215 -36.73553 1.07256
O 16.32840 -44.39694 -1.60967
O 10.45360 -38.81790 2.62290
O 11.86036 -44.29442 0.82715
O 11.10802 -41.16742 2.60265
O 12.48789 -43.82410 -4.33505
N 11.45170 -38.14411 -0.66156
N 10.24792 -42.74838 -2.88844
N 13.42690 -42.54857 2.07014
N 15.60339 -41.36210 0.24111
C 10.51776 -40.63580 -4.07986
C 12.89308 -37.97223 -0.97123
C 9.86159 -40.16406 4.68571
C 13.85267 -44.10656 -4.27331
C 14.23866 -36.71208 2.22764
C 13.74262 -43.74857 2.92035
C 15.68752 -42.15786 -0.99762
C 16.64045 -43.30469 -0.75579
C 12.18741 -42.44997 -4.30035
C 13.69940 -37.89697 0.31140
C 13.06872 -36.68421 -1.77776
C 16.73554 -45.65939 -1.19745
C 10.33390 -44.13482 4.20329
C 16.10745 -41.23917 -2.15649
C 12.64179 -44.00170 3.94227
C 10.68743 -42.12910 -4.14967
C 15.15091 -43.50245 3.50638
B 11.93118 -41.38665 -0.59215
B 9.15273 -43.47709 0.78518
B 8.31832 -39.56358 0.05243
H 12.79194 -44.98003 4.40171
H 14.06819 -37.61026 2.82736
H 15.92975 -43.41229 2.75492
H 11.92168 -42.49670 -0.82611
H 12.66194 -35.86397 -1.18285
H 9.30994 -42.94131 1.77930
H 15.29426 -36.54961 1.96880
H 10.28516 -45.22488 4.38069
H 14.04698 -45.16221 -4.08586
H 14.31435 -43.63343 -3.39573
H 7.42994 -40.23899 -0.34737
H 9.38142 -43.90438 3.73976
H 14.12306 -36.45653 -1.97185
H 15.91401 -41.70387 -3.12907
H 16.51816 -41.01557 0.51489
H 9.91428 -43.15076 -0.00508
H 14.39029 -43.74868 -5.15896
H 15.40069 -40.40322 -2.21053
H 7.84254 -38.61654 0.58229
H 13.90915 -35.83723 2.79191
H 10.63206 -40.23243 -5.09519
H 12.31301 -41.16801 0.45387
H 12.77488 -43.15069 4.63089
H 14.68339 -42.56198 -1.14677
H 8.07621 -43.10716 0.54356
H 12.53403 -36.70842 -2.72924
H 10.56753 -43.79455 5.21689
H 9.05002 -39.22451 -0.80928
H 14.77230 -37.91104 0.04631
H 13.48781 -38.79525 0.90778
H 8.96728 -40.17380 0.82177
H 16.14578 -46.45008 -1.66581
H 10.86859 -40.93728 -0.74828
H 12.67553 -40.87445 -1.33964
H 12.54227 -42.00055 -5.24971
H 9.56560 -40.27728 -3.69132
H 14.24595 -42.47157 1.45958
H 16.45881 -43.66541 0.26375
H 11.42824 -39.14843 -0.40687
H 13.85130 -44.63270 2.28840
H 13.67872 -41.76971 2.68694
H 10.87237 -42.44407 -2.13238
H 12.72850 -41.96981 -3.47530
H 9.29866 -44.63924 0.84984
H 11.27921 -40.14117 -3.47215
H 16.72245 -45.81608 -0.11454
H 15.14541 -42.66554 4.20679
H 10.40323 -43.75259 -2.89528
H 17.10628 -40.81320 -2.06651
H 17.74712 -45.92441 -1.54528
H 15.03273 -40.56019 -0.01458
H 17.68148 -42.98633 -0.88749
H 15.37914 -44.41036 4.08424
H 11.08089 -38.28892 -1.60680
H 10.21120 -42.68056 -4.96551
H 13.31611 -38.76358 -1.60918



Entry from OMol25: 11 unconnected molecules or ions with the total composition C17H56O11 (ωB97M-V/def2-TZVPD).

## Properties
- frontier orbital gap (Ha) = 0.374
- molecular weight (g mol⁻¹) = 436.62
- energy above the lowest of the compared OMol25 structures with the same formula, charge and spin (eV) = 3.703
- LUMO (eV) = 0.05
- net charge = 0

Cartesian coordinates (Å):
O -4.19556 -16.82330 -35.61689
O 3.83229 -1.11632 -35.11719
O -7.22543 -10.37512 -35.42920
O -0.62703 -3.90169 -41.57192
O 3.69689 -5.01260 -38.58175
O 5.03190 -5.89716 -31.73386
O 0.05971 -13.23607 -41.84514
O -6.69936 0.24650 -29.90423
O -1.82138 -7.95547 -34.94906
O 1.58514 -11.35366 -33.09095
O -8.38503 -4.71062 -30.13951
C -3.64748 -15.79063 -36.38360
C -8.06239 -9.73610 -36.35185
C -4.91174 -0.31011 -31.55304
C -7.52097 -10.02372 -37.74751
C -9.47075 -10.33489 -36.20232
C -1.19836 -4.96430 -42.29054
C 2.65418 0.69320 -35.97515
C 0.46824 -12.84854 -40.51886
C -5.91507 0.72590 -31.01251
C -7.17868 -5.90493 -28.43933
C -7.64837 -5.90929 -29.87131
C 6.20587 -6.45839 -31.26559
C -0.95157 -6.23995 -41.51328
C 1.87662 -11.38752 -31.69864
C 4.39809 -6.18894 -38.37196
C 2.70609 -0.38911 -34.89218
C -1.34458 -6.62674 -34.69306
H -6.33753 -6.59356 -28.35964
H -8.21219 -6.78368 -30.19638
H -10.13178 -10.07001 -37.02752
H 4.23749 -6.62674 -37.38675
H 1.24318 -12.09798 -40.67442
H -1.07296 -8.49782 -34.68953
H -8.90635 -4.85289 -30.93297
H -5.48257 -1.15846 -31.93064
H 3.77180 -1.81287 -34.45934
H 4.08687 -6.89123 -39.14528
H 4.47493 -5.93965 -30.95310
H -0.35240 -12.34414 -40.00873
H -2.13357 -5.88647 -34.56046
H 3.48824 1.37963 -35.82938
H 1.43593 -10.55366 -31.15224
H -6.57740 -9.51995 -37.95724
H -2.85875 -16.09899 -37.06983
H 2.69833 0.13439 -33.93615
H 2.71011 0.24505 -36.96718
H -1.20046 -6.09024 -40.46269
H -1.61260 -7.02586 -41.87863
H 2.94008 -11.44936 -31.46773
H 1.51486 -12.33768 -31.30566
H -6.77402 -5.84340 -30.51883
H -4.62017 -16.40329 -34.86530
H 5.98053 -7.32325 -30.64163
H 5.46526 -6.03615 -38.53292
H -8.15666 -8.65763 -36.22486
H 1.78656 -0.97379 -34.86610
H -2.26483 -4.73910 -42.28530
H 6.72906 -5.66309 -30.73468
H 1.71067 1.22276 -35.84310
H -0.79687 -5.02408 -43.30214
H -5.33234 1.54462 -30.59033
H -4.27471 -0.68031 -30.74978
H -9.40238 -11.42149 -36.25453
H -3.22460 -14.96323 -35.81379
H 6.91920 -6.80995 -32.01102
H -4.28724 0.13248 -32.32906
H 2.02687 -12.09671 -33.50850
H -0.63459 -6.33203 -35.46582
H -8.09873 -9.59801 -38.56792
H 0.94541 -13.62691 -39.92342
H -6.86652 -4.90358 -28.14272
H -4.49243 -15.40344 -36.95302
H -7.38726 -11.09756 -37.87826
H -9.87909 -10.06649 -35.22799
H -0.89479 -6.64440 -33.70034
H 0.79021 -13.73325 -42.22036
H -6.33509 -10.12232 -35.68414
H 3.94283 -4.43695 -37.85391
H -6.87197 -0.65400 -30.18869
H -7.89747 -6.28369 -27.71272
H 0.18971 -4.24263 -41.20004
H 0.07473 -6.58147 -41.64801
H -6.55578 1.03200 -31.83948



Number 1: E_tot -1992.9170 Eh. Number 2: E_tot -1541.8105 Eh. Number 3: E_tot -3218.3950 Eh. Number 4: E_tot -1508.6971 Eh.